# 1
The following is a DFT calculation (ωB97M-V/def2-TZVPD) of a cluster of 8 separate species, C43H46O15 in total.

Summary:
orbital gap: 8.0 eV
SMILES: Oc1ccc(O)cc1.Oc1ccc(O)cc1.Oc1ccc(O)cc1.Oc1ccc(O)cc1.Oc1ccc(O)cc1.Oc1ccc(O)cc1.Oc1ccc(O)cc1.CO
net charge: 0
max |F|: 18.3 eV/Å
lowest unoccupied orbital energy: 0.437 eV
energy: -76035.4821 eV
ΔE to the lowest compared entry with this formula, charge and spin: 225.7 kJ/mol

XYZ file:
```
104
Properties=species:S:1:pos:R:3:forces:R:3
C -5.00300 2.38662 0.75888 0.8 4.0 -0.5
O -3.93100 1.56862 0.33588 -0.4 -0.7 0.8
H -5.81600 1.93962 1.37888 0.7 -0.2 -0.9
H -5.35800 2.85562 -0.33112 -0.1 -0.6 3.5
H -4.49400 3.28162 1.49188 -1.7 -2.1 -2.1
H -3.90300 1.79762 -0.58112 0.8 -0.5 -0.7
C 1.99700 -5.74638 -2.88812 1.4 0.1 -0.2
C 3.32700 -5.29738 -3.10912 -3.6 -1.0 -0.3
C 3.84500 -4.29738 -2.37512 -0.4 -0.4 3.0
C 3.16000 -3.79138 -1.23312 0.6 -0.1 -1.4
C 1.83300 -4.28938 -1.01712 2.6 1.1 -0.7
C 1.25000 -5.24838 -1.79812 3.2 -0.5 -2.6
O 0.00700 -5.70538 -1.71312 -1.7 -0.3 -0.5
O 5.18500 -4.18638 -2.44312 1.9 1.6 -0.5
H 1.63600 -6.54638 -3.54212 -0.2 0.3 0.4
H 3.97300 -5.77638 -3.79512 0.3 -0.6 -0.9
H 3.81800 -3.03938 -0.67012 -1.8 -1.1 -0.3
H 1.21900 -3.81738 -0.35212 -1.3 1.1 2.3
H -0.24800 -5.92738 -0.83312 -0.5 -0.1 1.1
H 5.49200 -4.15438 -3.36812 -0.3 -0.1 0.6
C 1.79900 0.22962 0.86888 -4.1 0.4 0.9
C 1.27300 -1.03738 1.21488 1.7 0.2 0.4
C -0.07600 -1.38138 1.21288 -0.5 2.2 -2.3
C -1.06000 -0.38838 0.84888 18.2 2.2 1.0
C -0.62100 0.86262 0.50288 1.8 0.8 1.2
C 0.74000 1.21762 0.58488 2.9 -0.6 -1.0
O 1.11500 2.51362 0.15688 -4.7 -1.4 0.1
O -0.32200 -2.69838 1.20288 -3.2 -2.5 -0.2
H 2.85300 0.38962 1.09188 -0.2 0.4 -0.6
H 2.03900 -1.78838 1.51488 -0.8 0.3 -0.3
H -1.87800 -0.59938 0.83988 -16.9 -4.2 -0.3
H -1.32700 1.65062 0.41488 -0.6 0.5 -0.6
H 1.99900 2.67262 0.25288 3.6 0.4 0.6
H -1.28100 -2.97338 0.86188 2.6 1.2 1.0
C -2.93500 7.11662 1.68588 -0.3 -4.9 -7.3
C -3.73800 7.35362 0.50288 3.2 -0.9 0.7
C -3.45600 6.80562 -0.75912 -0.8 0.4 1.1
C -2.59500 5.67562 -0.84512 1.5 -0.3 0.3
C -1.96100 5.28762 0.37088 0.0 -0.6 -0.4
C -2.10200 5.98762 1.61888 -1.1 0.2 -4.4
O -1.47100 5.47462 2.63188 2.6 -0.8 3.5
O -4.00800 7.47162 -1.83612 3.3 -3.5 -1.7
H -3.03800 7.57662 2.51488 -0.9 3.4 5.6
H -4.30200 8.21362 0.39088 -1.3 1.6 0.5
H -2.15400 5.11462 -1.75012 -1.5 1.3 1.1
H -1.29600 4.32562 0.36888 -1.2 2.0 0.0
H -0.51900 5.23462 2.48888 -1.5 0.3 -0.2
H -4.67700 8.09362 -1.91612 -1.9 1.5 1.3
C -3.20500 -5.33938 1.61388 -0.3 -2.5 -0.2
C -3.24000 -6.71538 1.98388 0.7 0.6 -1.1
C -3.06000 -7.70538 0.99988 0.6 -0.3 -0.7
C -2.86300 -7.35938 -0.38612 0.0 -0.3 -1.4
C -2.90600 -6.02638 -0.76812 -1.6 1.9 1.7
C -3.11900 -5.00138 0.28188 1.1 -1.2 -0.6
O -3.02100 -3.65338 0.05088 1.3 -1.1 5.0
O -2.99500 -9.05538 1.35288 0.4 1.3 -4.5
H -3.28700 -4.67438 2.44788 0.0 0.8 -0.2
H -3.27700 -6.87738 3.07288 -0.1 -0.6 -0.7
H -2.67800 -8.03238 -1.35112 -0.6 0.7 2.9
H -3.04200 -5.73238 -1.83912 0.7 -0.2 1.0
H -3.25000 -3.50038 -0.78212 -1.4 1.5 -5.9
H -3.12500 -9.01238 2.23588 -0.6 -0.6 4.6
C -3.07500 -3.61438 -3.94412 -4.4 2.6 1.2
C -3.73800 -2.48738 -3.26112 -0.6 -0.2 -2.1
C -3.00600 -1.53438 -2.56212 0.7 0.0 0.3
C -1.60800 -1.72338 -2.34712 -0.9 -3.2 -1.0
C -1.03900 -2.88138 -2.84212 -4.9 0.7 -2.0
C -1.79100 -3.78038 -3.70712 2.4 1.2 1.4
O -1.13900 -4.81838 -4.21812 0.8 -1.4 -0.5
O -3.51000 -0.38638 -1.98912 -3.3 -0.8 -1.3
H -3.79900 -4.21438 -4.52112 1.2 -0.1 0.2
H -4.83500 -2.35638 -3.62412 1.9 0.1 1.2
H -0.98400 -1.32238 -1.61912 0.4 2.0 1.1
H -0.07700 -3.09538 -2.66012 3.4 -0.8 0.7
H -0.57800 -5.07638 -3.48212 0.6 -0.8 -0.1
H -4.50500 -0.41738 -2.27112 2.5 0.5 1.0
C 3.81800 -0.35638 4.23588 -2.2 -2.9 1.6
C 3.73000 -1.80438 4.16288 4.2 4.2 -6.6
C 4.26500 -2.61838 3.08888 0.4 6.3 2.2
C 5.12000 -1.93238 2.19388 -1.5 0.1 0.7
C 5.19100 -0.52838 2.22688 2.2 -0.5 -0.3
C 4.59900 0.21762 3.27988 -0.2 0.5 -1.4
O 4.66800 1.57562 3.23888 13.3 -4.9 -2.1
O 4.02900 -3.87738 2.99988 -1.9 -4.1 0.3
H 3.06400 0.18062 5.03688 2.5 -1.1 -2.2
H 3.23800 -2.26838 4.80588 -4.6 -3.9 5.8
H 5.57700 -2.56538 1.46288 0.5 0.2 -0.6
H 5.95700 -0.08738 1.46688 -1.8 -0.3 1.6
H 3.94100 1.91062 3.32988 -12.7 5.9 1.8
H 3.19600 -4.15938 3.48988 1.7 0.7 -0.8
C 1.60600 8.19162 -0.43412 0.6 1.2 -0.4
C 1.73000 6.85262 -0.10012 5.5 2.5 0.7
C 3.03900 6.40962 0.25788 -0.5 0.1 0.1
C 4.15600 7.27162 0.31188 1.4 -1.6 -0.1
C 3.97300 8.57862 -0.05512 -0.1 2.4 -0.8
C 2.67500 9.11262 -0.46412 1.7 -2.6 0.4
O 2.48200 10.32462 -1.07212 -5.3 -6.8 -2.8
O 3.18300 5.09862 0.67788 -0.8 0.2 0.7
H 0.66900 8.58562 -0.75812 -0.7 0.1 -0.1
H 0.94900 6.24862 0.04188 -3.0 -2.4 0.1
H 5.30500 6.88262 0.51488 -3.4 0.9 -0.3
H 4.92300 9.18262 -0.06412 -1.4 -0.2 -0.2
H 2.96300 10.95262 -0.77012 5.3 6.4 3.3
H 3.71600 4.60662 0.07688 0.8 -0.4 -0.7
```
Forces are in eV/Å.

***

# 2
The following is a DFT calculation (ωB97M-V/def2-TZVPD) of a structure of composition C14H28P2.

Summary:
orbital gap: 7.0 eV
net charge: 0
max |F|: 3.7 eV/Å
lowest unoccupied orbital energy: 0.892 eV
energy: -33544.1209 eV
ΔE to the lowest compared entry with this formula, charge and spin: 219.6 kJ/mol

XYZ file:
```
44
Properties=species:S:1:pos:R:3:forces:R:3
P 0.49876 -1.77047 1.45943 -2.0 2.9 0.0
P -0.70796 1.73546 -1.12246 1.5 -2.4 0.1
C -0.58573 -0.46946 0.63792 -0.4 -2.5 -1.1
C 0.30967 0.57384 0.06854 -1.2 1.2 -1.0
C -0.52473 -3.78426 0.25528 0.4 0.5 -1.0
C 2.20995 -0.40119 3.23921 0.0 -2.4 -0.1
C -2.33103 3.30794 0.36807 -1.0 -1.3 0.3
C 0.67765 1.26049 -3.31155 0.9 1.7 -2.7
C 1.56428 -4.05808 1.88971 0.9 3.2 -1.7
C 2.55402 -2.77478 2.27031 1.4 -1.4 0.0
C -2.51449 3.26473 -2.31856 -0.7 -3.4 0.9
C -1.32285 3.05898 -3.31320 0.4 -1.1 1.2
C 0.15595 -3.49231 1.55485 0.1 -0.3 1.7
C 2.10536 -1.29650 1.97845 1.1 -0.4 -0.3
C -2.32770 2.42261 -0.90248 0.3 1.9 -0.3
C 0.00671 2.45630 -2.63072 -1.9 -0.4 0.3
H -1.21119 -0.97623 -0.14445 0.8 0.3 0.4
H -1.30703 -0.01634 1.25258 -0.9 0.5 1.3
H 0.71144 1.07475 0.92336 0.7 0.8 0.2
H 1.09162 0.08703 -0.49509 0.3 0.3 -0.4
H -1.53254 -3.31753 0.20874 0.7 -0.2 -0.1
H -0.63072 -4.82078 0.25808 -0.6 -2.0 -0.7
H 0.14040 -3.45055 -0.61261 -1.1 -0.5 1.1
H 1.67359 -1.02674 4.00885 0.6 1.0 -0.4
H 3.26608 -0.24020 3.53115 -0.6 0.2 -0.1
H 1.65277 0.47609 3.01985 -0.2 1.1 0.3
H -3.28378 3.80497 0.53304 -0.3 -0.1 0.2
H -2.08292 2.66545 1.25423 -0.3 0.6 -0.6
H -1.59070 4.07252 0.31045 0.7 0.5 -0.2
H 1.45464 0.81449 -2.68760 -0.1 0.0 -0.1
H -0.09490 0.54507 -3.55534 -0.1 -0.3 0.1
H 1.14725 1.57497 -4.34027 -0.5 -0.5 1.8
H 1.55205 -4.66036 2.75568 -0.1 -1.0 0.6
H 1.98580 -4.52369 0.98582 -0.1 -0.2 0.5
H 3.47701 -2.90972 1.68475 -0.2 -0.2 0.2
H 2.87998 -2.92670 3.33326 -0.5 0.5 -0.8
H -2.59718 4.28993 -2.08341 -0.4 1.1 0.4
H -3.51437 2.82722 -2.70989 1.7 1.1 0.2
H -1.63884 2.44403 -4.13245 0.0 -0.7 -0.3
H -1.12362 3.99700 -3.76045 0.5 1.1 -0.4
H -0.43161 -3.81815 2.44776 -0.3 0.5 -0.9
H 2.62460 -0.84959 1.06089 -0.1 -0.6 1.5
H -2.98239 1.56104 -0.88296 -0.7 0.4 0.3
H 0.59669 3.26870 -2.28679 1.2 0.6 -0.5
```
Forces are in eV/Å.

***

# 3
The following is a DFT calculation (ωB97M-V/def2-TZVPD) of a structure of composition C13H29N4Pb.

Summary:
orbital gap: 7.8 eV
net charge: +1
max |F|: 0.4 eV/Å
lowest unoccupied orbital energy: -2.748 eV
energy: -25153.5097 eV

XYZ file:
```
47
Properties=species:S:1:pos:R:3:forces:R:3
Pb 0.48111 -0.25745 -0.39128 -0.1 -0.1 0.3
C -0.86354 1.00314 2.93374 0.0 0.0 -0.1
C -0.79376 2.02895 1.77963 0.0 -0.1 0.1
N -1.22462 1.44626 0.49939 0.2 0.0 -0.1
C -2.62939 0.99600 0.50086 0.0 0.0 -0.1
C -2.85170 -0.28843 -0.29703 0.0 0.0 0.0
N -1.83277 -1.32132 -0.05016 0.1 0.1 -0.1
C -1.93865 -2.08462 1.21048 0.0 0.0 0.0
C -1.76812 -1.28044 2.50019 0.0 0.0 0.0
N -0.62664 -0.36977 2.50306 0.0 -0.1 0.0
H -0.12359 1.29466 3.67936 0.0 0.0 0.0
H -1.83432 1.07978 3.43087 0.0 0.0 0.0
H -1.40477 2.89663 2.04961 0.0 0.0 0.0
H 0.22994 2.38282 1.64452 0.0 0.0 0.0
H -1.10442 2.13220 -0.23717 0.0 0.1 0.1
H -2.94730 0.86569 1.53009 0.0 0.0 0.0
H -3.28049 1.76650 0.08014 0.0 0.0 0.0
H -3.86166 -0.65840 -0.08445 0.0 0.0 0.0
H -2.80498 -0.05583 -1.36256 0.0 0.0 0.0
H -1.91586 -2.00518 -0.79655 0.0 0.0 0.0
H -2.91171 -2.58749 1.26526 0.0 0.0 0.0
H -1.17430 -2.86226 1.16175 0.0 0.0 0.0
H -2.67852 -0.71532 2.69883 0.0 0.0 0.0
H -1.69810 -2.00885 3.31342 0.0 0.0 0.0
H 0.15896 -0.77807 2.98436 0.0 0.0 0.0
C -0.62134 0.34680 -4.83178 0.0 0.0 0.0
C -0.30002 -0.32267 -3.49756 0.0 0.0 0.0
C 0.90694 -1.24803 -3.65043 0.0 0.0 0.0
C -0.05602 0.71198 -2.39342 -0.1 0.0 -0.1
H -0.83296 -0.38959 -5.60955 0.0 0.0 0.0
H 0.22650 0.95165 -5.16201 0.0 0.0 0.0
H -1.48726 1.00504 -4.74595 0.0 0.0 0.0
H -1.16671 -0.94103 -3.22169 0.0 0.0 0.0
H 1.79688 -0.66830 -3.90684 0.0 0.0 0.0
H 0.75016 -1.98745 -4.43640 0.0 0.0 0.0
H 1.13278 -1.80168 -2.73108 0.0 0.0 0.0
H -0.91024 1.39428 -2.32359 0.0 0.0 0.0
H 0.81066 1.32819 -2.66143 0.0 0.0 0.0
C 6.29986 0.10854 1.07857 0.0 0.0 0.0
C 5.92826 0.29409 -0.39488 -0.1 0.0 0.0
C 4.47931 0.35153 -0.59680 0.0 0.0 0.0
N 3.34280 0.39762 -0.75009 0.0 0.1 0.0
H 7.37261 0.24100 1.20138 0.0 0.0 0.0
H 6.03517 -0.88893 1.42453 0.0 0.0 0.0
H 5.79192 0.83914 1.70570 0.0 0.0 0.0
H 6.30882 -0.52661 -1.00402 0.0 0.0 0.0
H 6.35011 1.21623 -0.79614 0.0 0.0 0.0
```
Forces are in eV/Å.